1.
14
Properties=species:S:1:pos:R:3:forces:R:3:mulliken_charge:R:1 method="wB97M-V/def2-TZVPD" spin_multiplicity=1 e_homo_ev=-9.76 lumo_energy_ev=0.688 energy_ev=-8731.07068 de_lowest_kcal_mol=14.0
C 0.391 -1.765 -0.284 0.04 -0.09 -0.07 -0.94
C 1.160 -0.529 0.222 0.08 -0.03 -0.08 -0.49
N 0.232 0.423 0.818 -0.17 0.08 0.11 -0.38
C -0.439 1.273 -0.024 0.17 0.00 -0.15 0.69
N 0.031 1.647 -1.149 -0.26 0.01 0.24 -0.68
C -1.753 1.674 0.483 -0.95 0.33 0.33 0.10
N -2.819 1.932 0.850 1.04 -0.19 -0.34 -0.38
H -0.675 -1.525 -0.376 0.22 -0.02 -0.06 0.30
H 0.470 -2.615 0.401 0.04 0.12 -0.08 0.31
H 0.730 -2.081 -1.273 0.06 -0.04 0.15 0.27
H 1.664 -0.009 -0.595 -0.11 -0.11 0.12 0.35
H 1.923 -0.770 0.970 -0.18 -0.10 -0.15 0.34
H -0.327 0.038 1.568 0.01 0.15 -0.06 0.26
H -0.588 2.306 -1.611 -0.01 -0.08 0.04 0.24



2.
50
Properties=species:S:1:pos:R:3:forces:R:3:mulliken_charge:R:1 method="wB97M-V/def2-TZVPD" spin_multiplicity=1 e_homo_ev=-11.64 lumo_energy_ev=-2.560 energy_ev=-24132.60888 total_charge=+1 de_lowest_kcal_mol=125.1
C -0.425 1.023 2.481 1.10 -0.31 -0.11 -0.66
C -0.142 -0.041 3.733 -0.32 0.13 -0.60 -0.37
C 1.425 -0.544 3.568 -1.66 0.85 -0.67 -0.15
O 1.775 -1.640 4.491 1.68 1.20 -2.61 -0.38
C 3.171 -1.971 4.165 1.23 0.32 1.41 -0.44
N 3.381 -3.383 3.639 2.45 1.05 -0.44 -0.03
C 3.112 -3.492 2.154 -0.63 -1.34 -1.78 -0.63
C 4.891 -3.623 3.851 4.31 2.58 -1.55 0.46
O 5.845 -2.946 3.204 -6.19 -4.61 3.91 -0.47
O 5.254 -4.622 4.870 -1.63 3.58 -1.19 -0.45
H -1.344 0.702 1.813 1.68 0.82 1.63 0.11
H 0.527 0.960 1.764 -1.98 0.29 1.42 0.19
H -0.486 2.128 2.876 -0.14 -2.22 -0.95 0.31
H -0.932 -0.904 3.617 1.90 1.43 0.34 0.27
H -0.361 0.481 4.761 0.67 -1.06 -2.02 0.29
H 2.109 0.407 3.703 -1.18 -1.88 -0.02 0.28
H 1.536 -0.868 2.429 -0.17 0.42 2.38 0.02
H 3.770 -1.921 5.195 -1.25 0.00 -2.21 0.18
H 3.632 -1.184 3.415 -0.91 -1.53 1.49 0.43
H 2.760 -2.500 1.640 0.76 -1.72 1.22 0.13
H 2.258 -4.310 1.991 1.77 1.91 0.39 0.26
H 4.049 -3.892 1.537 -1.95 1.01 1.54 0.32
H 4.857 -4.265 5.730 0.44 -0.92 -1.60 0.36
C -3.875 1.344 -4.506 -0.03 -0.23 -0.24 -1.15
C -3.846 1.710 -3.030 -0.15 0.10 -0.08 -0.31
C -2.668 2.574 -2.577 -0.10 -0.27 0.21 -0.74
N -1.292 1.903 -2.397 0.62 0.84 0.43 0.21
C -0.336 3.022 -1.944 -0.50 -0.47 -0.22 -1.10
C -1.293 0.796 -1.340 -0.06 0.11 -0.11 -0.57
C -1.498 -0.486 -2.115 -0.51 -0.50 0.29 -0.57
C -0.815 -0.258 -3.446 0.40 -0.51 -0.63 -0.70
C -0.725 1.249 -3.657 0.15 0.21 -0.09 -0.51
H -3.182 0.537 -4.745 0.00 0.02 -0.09 0.21
H -4.873 0.992 -4.787 0.19 0.08 0.05 0.39
H -3.638 2.209 -5.134 -0.05 -0.12 0.05 0.30
H -3.969 0.821 -2.408 0.08 0.10 0.06 0.23
H -4.751 2.306 -2.849 0.32 0.08 0.20 0.41
H -2.917 3.003 -1.599 0.28 -0.09 -0.14 0.37
H -2.524 3.401 -3.280 0.13 -0.19 0.07 0.46
H -0.708 3.431 -1.001 0.07 -0.06 -0.20 0.38
H -0.318 3.790 -2.723 -0.01 -0.16 0.21 0.40
H 0.664 2.599 -1.806 -0.30 0.04 -0.05 0.47
H -0.306 0.788 -0.862 -0.24 0.21 -0.11 0.40
H -2.061 1.000 -0.590 0.17 0.11 -0.14 0.30
H -2.559 -0.701 -2.261 0.10 0.08 0.07 0.22
H -1.079 -1.347 -1.585 -0.07 0.23 -0.03 0.47
H -1.351 -0.752 -4.261 0.11 0.10 0.13 0.35
H 0.195 -0.687 -3.432 -0.23 0.15 -0.05 0.34
H -1.258 1.622 -4.535 -0.02 -0.02 0.27 0.37
H 0.326 1.540 -3.760 -0.35 0.16 0.16 0.35



3.
91
Properties=species:S:1:pos:R:3:forces:R:3:mulliken_spin:R:1 method="wB97M-V/def2-TZVPD" spin_multiplicity=4 e_homo_ev="-12.22 / -12.24" lumo_energy_ev="-5.180 / -5.485" energy_ev=-68847.94951 total_charge=+2 de_lowest_kcal_mol=25.9
Tc 0.754 -0.111 0.096 0.07 0.09 -0.23 1.82
O 0.215 -1.186 -1.439 -0.02 -0.02 -0.03 0.08
C 0.911 -2.337 -1.919 0.00 0.01 -0.02 0.00
C 1.544 -2.108 -3.288 0.00 -0.01 -0.01 0.00
C 0.601 -2.169 -4.498 -0.01 0.00 0.00 0.00
C -0.237 -0.957 -4.783 0.00 -0.02 0.01 0.00
C -0.568 -0.554 -6.069 0.00 0.00 0.00 0.00
C -1.390 0.541 -6.259 0.00 0.00 0.00 0.00
C -1.886 1.242 -5.161 0.00 -0.01 0.00 0.00
C -1.529 0.817 -3.908 -0.01 0.02 0.01 0.00
N -0.727 -0.250 -3.754 0.03 -0.03 0.07 0.00
H -0.447 -0.551 -2.781 0.00 0.01 -0.04 0.00
H 0.212 -3.178 -1.957 -0.01 0.00 0.00 0.01
H 1.710 -2.601 -1.224 0.01 0.01 -0.03 0.00
H 2.281 -2.900 -3.432 0.00 0.00 0.00 0.00
H 2.102 -1.168 -3.275 0.00 0.00 0.01 0.00
H -0.081 -3.019 -4.387 0.00 0.00 0.00 0.00
H 1.181 -2.372 -5.398 0.00 0.00 0.00 0.00
H -0.178 -1.109 -6.910 0.00 0.00 0.00 0.00
H -1.650 0.853 -7.262 0.00 0.00 0.00 0.00
H -2.535 2.096 -5.280 0.00 0.00 0.00 0.00
H -1.866 1.295 -3.000 0.00 0.00 0.00 0.00
C 2.928 0.492 3.227 0.01 -0.03 -0.01 0.00
N 2.973 1.720 2.451 -0.02 0.02 0.00 0.01
C 4.160 2.552 2.645 0.00 -0.01 0.01 0.00
C 4.322 3.498 1.476 0.00 0.00 0.01 0.00
C 3.037 4.276 1.295 0.00 0.00 -0.01 0.00
N 1.909 3.351 1.184 0.01 -0.02 -0.06 0.00
C 0.692 3.898 0.603 0.01 0.01 0.02 0.00
C 1.937 2.126 1.715 -0.05 0.03 0.05 -0.03
O 0.926 1.341 1.533 0.02 -0.06 0.06 0.07
H 3.715 -0.189 2.899 -0.01 0.00 -0.01 0.00
H 1.960 0.015 3.121 0.00 -0.01 0.00 0.00
H 3.089 0.729 4.280 0.00 0.00 0.00 0.00
H 5.016 1.881 2.726 0.00 0.00 0.00 0.00
H 4.074 3.098 3.590 0.00 0.00 0.00 0.00
H 4.542 2.928 0.569 0.00 0.01 0.00 0.00
H 5.152 4.180 1.656 0.00 0.00 0.00 0.00
H 3.064 4.866 0.379 0.00 0.00 0.00 0.00
H 2.865 4.961 2.131 0.00 0.00 0.00 0.00
H 0.787 3.993 -0.480 0.02 0.01 0.00 0.00
H 0.525 4.889 1.026 -0.02 0.00 0.01 0.00
H -0.157 3.269 0.847 0.00 -0.01 -0.01 0.00
F -1.658 1.796 3.333 -0.01 0.01 -0.04 0.04
C -1.052 1.935 4.497 0.01 0.01 0.06 0.91
F -0.221 0.939 4.734 0.01 -0.01 -0.01 0.03
C -0.458 3.308 4.736 0.03 0.02 -0.01 0.01
F -0.011 3.407 5.977 0.00 -0.01 0.00 0.00
F -1.361 4.246 4.495 -0.01 0.00 0.00 0.00
F 0.593 3.522 3.902 0.01 -0.02 -0.02 0.02
N 0.097 -5.694 4.621 -0.01 0.01 0.02 0.00
C -0.547 -6.297 5.679 0.01 -0.01 -0.01 0.00
C -0.372 -7.531 6.304 0.00 0.00 0.00 0.00
C -1.219 -7.805 7.354 0.00 0.00 0.00 0.00
C -2.207 -6.891 7.775 0.00 0.00 0.00 0.00
C -2.375 -5.677 7.155 0.00 0.00 0.00 0.00
C -1.524 -5.377 6.084 -0.01 0.02 0.00 0.00
N -1.471 -4.252 5.292 0.00 -0.01 0.01 0.01
C -0.504 -4.475 4.442 0.01 0.00 -0.01 0.00
C -0.133 -3.510 3.418 0.00 0.00 0.00 0.01
C 0.905 -3.706 2.505 0.00 0.00 0.00 -0.01
C 1.182 -2.735 1.570 -0.01 0.03 -0.01 0.03
N 0.487 -1.590 1.492 0.02 -0.04 0.13 -0.02
C -0.519 -1.396 2.370 -0.02 0.02 0.02 0.03
C -0.852 -2.313 3.333 0.02 -0.02 -0.01 -0.02
H 0.857 -6.088 4.096 0.00 0.00 0.00 0.00
H 0.384 -8.237 5.987 0.00 0.00 0.00 0.00
H -1.126 -8.749 7.874 0.00 0.00 0.00 0.00
H -2.845 -7.161 8.606 0.00 0.00 0.00 0.00
H -3.131 -4.971 7.472 0.00 0.00 0.00 0.00
H 1.507 -4.603 2.507 0.00 0.00 0.00 0.00
H 1.979 -2.861 0.852 0.02 0.00 0.02 -0.01
H -1.053 -0.456 2.291 0.01 -0.01 0.00 -0.01
H -1.661 -2.128 4.025 0.00 0.00 0.00 0.00
C 3.200 2.903 -3.358 0.00 0.00 0.00 -0.01
C 1.925 2.651 -2.802 0.00 0.01 -0.01 0.02
C 1.788 1.700 -1.831 0.01 -0.02 0.01 0.01
C 2.901 0.951 -1.370 0.00 0.01 0.00 -0.08
C 2.723 -0.049 -0.371 -0.08 0.00 0.04 -0.07
C 3.820 -0.746 0.064 0.01 -0.01 0.02 0.11
C 5.104 -0.481 -0.471 0.00 0.00 -0.02 -0.03
C 5.279 0.469 -1.438 0.00 0.00 0.01 0.07
C 4.175 1.215 -1.921 0.00 0.01 -0.01 -0.02
C 4.294 2.208 -2.926 0.00 -0.01 0.01 0.01
H 3.305 3.658 -4.126 0.00 0.00 0.00 0.00
H 1.071 3.224 -3.142 0.00 0.00 0.00 0.00
H 0.779 1.561 -1.406 -0.01 0.00 0.00 -0.02
H 3.735 -1.507 0.830 -0.03 -0.01 0.02 0.00
H 5.954 -1.047 -0.112 0.00 0.00 0.00 0.00
H 6.263 0.659 -1.849 0.00 0.00 0.00 0.00
H 5.270 2.409 -3.350 0.00 0.00 0.00 0.00